Model P:
Here is a 6-piece molecular cluster, H12O6 overall from the Open Molecules 2025 dataset. Energies are from wB97M-V/def2-TZVPD.

Last columns: bonded neighbours and bond lengths (Å).
Positions of all 18 atoms, in Å:
1 O 4.939 19.597 -15.169  H2 0.957, H3 0.957
2 H 4.092 19.986 -15.387  O1 0.957
3 H 5.447 19.658 -15.978  O1 0.957
4 O 8.201 22.082 -16.188  H5 0.957, H6 0.957
5 H 8.888 21.445 -15.993  O4 0.957
6 H 7.594 22.013 -15.451  O4 0.957
7 O 5.658 23.567 -17.630  H8 0.957, H9 0.957
8 H 5.780 22.751 -18.114  O7 0.957
9 H 5.220 24.150 -18.250  O7 0.957
10 O 6.724 20.068 -17.340  H11 0.957, H12 0.957
11 H 6.114 20.439 -17.978  O10 0.957
12 H 7.457 20.685 -17.322  O10 0.957
13 O 5.326 21.379 -19.265  H14 0.957, H15 0.957
14 H 4.627 20.808 -19.583  O13 0.957
15 H 5.618 21.857 -20.041  O13 0.957
16 O 8.076 17.645 -18.860  H17 0.957, H18 0.957
17 H 7.499 16.950 -18.544  O16 0.957
18 H 7.719 18.446 -18.476  O16 0.957

<S²>: 0.757
LUMO level (alpha / beta), eV: -3.74 / -11.48
2S+1: 2
Net charge: +1

=====

Model Q:
Here is a 6-piece molecular cluster, H12O6 overall from the Open Molecules 2025 dataset. Energies are from wB97M-V/def2-TZVPD.

Last columns: bonded neighbours and bond lengths (Å).
Positions of all 18 atoms, in Å:
1 O 1.623 9.676 -4.243  H2 0.957, H3 0.957
2 H 0.924 9.111 -4.573  O1 0.957
3 H 1.616 9.538 -3.296  O1 0.957
4 O 2.787 13.214 1.061  H5 0.957, H6 0.957
5 H 2.388 12.403 0.746  O4 0.957
6 H 3.459 12.927 1.679  O4 0.957
7 O 4.421 9.354 -3.467  H8 0.957, H9 0.957
8 H 3.481 9.368 -3.649  O7 0.957
9 H 4.765 8.665 -4.035  O7 0.957
10 O 0.797 9.157 -1.622  H11 0.957, H12 0.957
11 H -0.081 8.812 -1.462  O10 0.957
12 H 1.381 8.544 -1.176  O10 0.957
13 O 2.336 13.965 -2.450  H14 0.957, H15 0.957
14 H 2.394 13.095 -2.056  O13 0.957
15 H 2.525 14.567 -1.729  O13 0.957
16 O 2.710 11.039 -1.086  H17 0.957, H18 0.957
17 H 3.359 10.338 -1.137  O16 0.957
18 H 1.878 10.612 -1.292  O16 0.957

<S²>: 0.756
LUMO level (alpha / beta), eV: -3.33 / -11.47
2S+1: 2
Net charge: +1

=====

Going by the energies, model Q is most stable and the next is 0.0057 hartree up.

=====

Model P:
Here is one molecule with the formula C4H8N2O3S from the Open Molecules 2025 dataset. Energies are from wB97M-V/def2-TZVPD.

Last columns: bonded neighbours and bond lengths (Å).
Positions of all 18 atoms, in Å:
1 C 1.360 -1.672 -0.709  O2 1.462, H11 1.041, H12 1.170, H13 1.060
2 O 0.341 -1.659 0.339  C1 1.462, C3 1.338
3 C -0.453 -0.587 0.432  O2 1.338, C4 1.453, O9 1.414
4 C -1.437 -0.591 1.501  C3 1.453, N5 1.272, H14 1.157
5 N -2.703 -0.675 1.412  C4 1.272, S6 1.861
6 S -3.204 -0.491 -0.371  N5 1.861, N7 1.622, O8 1.434
7 N -1.818 -1.041 -1.008  S6 1.622, H15 1.064
8 O -3.259 0.940 -0.434  S6 1.434
9 O 0.206 0.601 0.037  C3 1.414, C10 1.411
10 C -0.439 1.756 0.529  O9 1.411, H16 1.119, H17 1.171, H18 1.033
11 H 2.149 -2.284 -0.413  C1 1.041
12 H 1.647 -0.563 -0.946  C1 1.170
13 H 0.806 -2.082 -1.514  C1 1.060
14 H -0.898 -0.868 2.486  C4 1.157
15 H -1.502 -0.506 -1.872  N7 1.064
16 H -1.018 2.259 -0.287  C10 1.119
17 H 0.327 2.504 1.005  C10 1.171
18 H -1.137 1.470 1.236  C10 1.033

SMILES string: COC(=CN=S(=N)=O)OC
LUMO level, eV: 0.05
Net charge: 0

=====

Model Q:
Here is one molecule with the formula C4H8N2O3S from the Open Molecules 2025 dataset. Energies are from wB97M-V/def2-TZVPD.

Last columns: bonded neighbours and bond lengths (Å).
Positions of all 18 atoms, in Å:
1 C 0.147 2.107 0.095  C2 1.477, N5 1.341, O7 1.199
2 C -0.555 0.828 -0.134  C1 1.477, N6 1.334, O9 1.287
3 C 1.509 -0.497 -0.230  N6 1.430, H11 1.068, H12 1.129, H13 1.099
4 C -0.694 -1.566 -0.205  N6 1.468, H14 1.034, H15 1.047, H16 1.064
5 N -0.465 3.212 -0.354  C1 1.341, H17 1.002, H18 0.995
6 N 0.090 -0.328 -0.301  C2 1.334, C3 1.430, C4 1.468
7 O 1.234 2.161 0.599  C1 1.199
8 O -4.055 -0.925 -0.396  S10 1.497
9 O -1.834 0.822 0.010  C2 1.287, S10 1.880
10 S -3.675 0.448 0.062  O8 1.497, O9 1.880
11 H 1.967 -0.078 0.639  C3 1.068
12 H 1.952 -1.492 -0.524  C3 1.129
13 H 2.018 0.272 -0.828  C3 1.099
14 H -1.386 -1.514 0.561  C4 1.034
15 H -1.232 -1.738 -1.087  C4 1.047
16 H 0.010 -2.362 -0.244  C4 1.064
17 H -1.409 3.264 -0.686  N5 1.002
18 H -0.062 4.109 -0.204  N5 0.995

LUMO level (alpha / beta), eV: -0.15 / -0.15
Net charge: 0

=====

Going by the energies, model Q is most stable and the next is 0.0650 hartree up.

=====

Model P:
Here is one molecule with the formula C3H7N2OP from the Open Molecules 2025 dataset. Energies are from wB97M-V/def2-TZVPD.

Last columns: bonded neighbours and bond lengths (Å).
Positions of all 14 atoms, in Å:
1 H -0.834 -2.958 -0.440  N2 0.941
2 N -0.323 -2.167 -0.419  H1 0.941, C3 1.245
3 C -0.899 -1.137 -0.021  N2 1.245, C4 1.568, H9 1.113
4 C -0.064 0.135 0.358  C3 1.568, P5 1.933, C6 1.511, H10 1.031
5 P 1.713 -0.617 0.472  C4 1.933, H11 1.390, H12 1.368
6 C -0.098 1.032 -0.857  C4 1.511, N7 1.492, H13 1.058, H14 1.016
7 N -0.334 2.484 -0.608  C6 1.492, O8 1.204
8 O -0.230 2.854 0.532  N7 1.204
9 H -2.008 -1.063 0.033  C3 1.113
10 H -0.623 0.667 1.041  C4 1.031
11 H 1.615 -1.630 1.417  P5 1.390
12 H 2.102 0.406 1.293  P5 1.368
13 H 0.846 1.181 -1.312  C6 1.058
14 H -0.862 0.813 -1.491  C6 1.016

SMILES string: [H]/N=C/[C@@H](P)CN=O
LUMO level, eV: 0.13
Net charge: 0

=====

Model Q:
Here is one molecule with the formula C3H7N2OP from the Open Molecules 2025 dataset. Energies are from wB97M-V/def2-TZVPD.

Last columns: bonded neighbours and bond lengths (Å).
Positions of all 14 atoms, in Å:
1 H -2.264 2.199 -0.465  N2 0.994
2 N -1.691 1.391 -0.379  H1 0.994, C3 1.246
3 C -0.599 1.304 0.214  N2 1.246, C4 1.559, H9 1.088
4 C -0.023 -0.133 0.400  C3 1.559, P5 1.940, C6 1.563, H10 1.067
5 P -1.576 -1.209 -0.042  C4 1.940, H11 1.334, H12 1.311
6 C 1.100 -0.351 -0.665  C4 1.563, N7 1.429, H13 1.168, H14 1.014
7 N 2.194 0.440 -0.197  C6 1.429, O8 1.212
8 O 3.167 -0.144 0.231  N7 1.212
9 H 0.150 2.008 0.573  C3 1.088
10 H 0.449 -0.447 1.304  C4 1.067
11 H -2.046 -1.216 1.206  P5 1.334
12 H -0.910 -2.326 0.121  P5 1.311
13 H 1.241 -1.509 -0.728  C6 1.168
14 H 0.810 -0.007 -1.573  C6 1.014

SMILES string: [H]/N=C/[C@@H](P)CN=O
LUMO level, eV: -0.19
Net charge: 0

=====

Going by the energies, model P is most stable and the next is 0.0037 hartree up.

=====

Model P:
Here is a 2-piece molecular cluster, C3H3N2O2S overall from the Open Molecules 2025 dataset. Energies are from wB97M-V/def2-TZVPD.

Last columns: bonded neighbours and bond lengths (Å).
Positions of all 11 atoms, in Å:
1 C -0.413 -1.152 0.775  C2 1.442, C3 1.440, H9 1.122
2 C -0.681 -0.407 1.981  C1 1.442, N4 1.353, H10 1.148
3 C 0.178 -0.183 -0.112  C1 1.440, N5 1.312
4 N -0.312 0.881 1.792  C2 1.353, N5 1.311
5 N 0.200 0.928 0.587  C3 1.312, N4 1.311, H11 0.986
6 O -0.140 1.081 -3.190  S8 1.476
7 O 2.056 0.125 -2.870  S8 1.480
8 S 0.602 -0.098 -2.702  O6 1.476, O7 1.480
9 H -0.718 -2.223 0.637  C1 1.122
10 H -1.356 -0.722 2.854  C2 1.148
11 H 0.583 1.771 0.248  N5 0.986

LUMO level, eV: 3.72
Net charge: -1

=====

Model Q:
Here is an isolated ion of composition C3H3N2O2S and charge -1 from the Open Molecules 2025 dataset. Energies are from wB97M-V/def2-TZVPD.

Last columns: bonded neighbours and bond lengths (Å).
Positions of all 11 atoms, in Å:
1 C 0.911 0.514 0.213  C3 1.387, N4 1.426, O6 1.221
2 C -1.460 0.771 -0.271  N4 1.254, N5 1.634, O7 1.203
3 C 1.782 -0.149 -0.640  C1 1.387, H9 1.047, H10 1.063
4 N -0.252 1.093 -0.374  C1 1.426, C2 1.254
5 N -1.444 -0.659 0.518  C2 1.634, S8 1.634, H11 1.045
6 O 1.055 0.912 1.358  C1 1.221
7 O -2.533 1.265 -0.499  C2 1.203
8 S -0.844 -2.104 0.047  N5 1.634
9 H 1.426 -0.304 -1.613  C3 1.047
10 H 2.631 -0.682 -0.286  C3 1.063
11 H -1.273 -0.659 1.549  N5 1.045

LUMO level (alpha / beta), eV: 1.90 / 1.90
Net charge: -1

=====

Going by the energies, model P is most stable and the next is 0.0410 hartree up.